No. 1
{
  "formula": "C35H71NO22S3",
  "method": "the ωB97M-V functional and the def2-TZVPD basis",
  "gap_ev": 9.347,
  "energy_ev": -116487.933,
  "smiles": "O=S1(=O)CCCC1.O=S1(=O)CCCC1.O=S1(=O)CCCC1.CCOC(=O)OC.CCOC(=O)OC.CCOC(=O)OC.CCOC(=O)OC.CCOC(=O)OC.CNC(C)=O",
  "largest_force_ev_per_a": 1.7,
  "homo_energy_ha": -0.3369,
  "charge": 0,
  "species": ["C", "C", "O", "N", "C", "H", "H", "H", "H", "H", "H", "H", "C", "C", "O", "C", "O", "O", "C", "H", "H", "H", "H", "H", "H", "H", "H", "C", "C", "O", "C", "O", "O", "C", "H", "H", "H", "H", "H", "H", "H", "H", "C", "C", "O", "C", "O", "O", "C", "H", "H", "H", "H", "H", "H", "H", "H", "C", "C", "O", "C", "O", "O", "C", "H", "H", "H", "H", "H", "H", "H", "H", "C", "C", "O", "C", "O", "O", "C", "H", "H", "H", "H", "H", "H", "H", "H", "C", "C", "C", "S", "O", "O", "C", "H", "H", "H", "H", "H", "H", "H", "H", "C", "C", "C", "S", "O", "O", "C", "H", "H", "H", "H", "H", "H", "H", "H", "C", "C", "C", "S", "O", "O", "C", "H", "H", "H", "H", "H", "H", "H", "H"],
  "positions_angstrom": [[-20.25, -24.78, -8.58], [-21.45, -25.67, -8.40], [-21.50, -26.42, -7.43], [-22.47, -25.60, -9.29], [-22.71, -24.50, -10.22], [-20.51, -23.73, -8.43], [-19.82, -24.88, -9.58], [-19.51, -25.10, -7.86], [-23.28, -26.16, -9.07], [-23.65, -24.00, -9.98], [-22.82, -24.89, -11.24], [-21.89, -23.79, -10.21], [-21.60, -17.70, -6.32], [-22.33, -18.68, -7.22], [-23.23, -19.50, -6.48], [-24.46, -19.03, -6.31], [-24.83, -17.90, -6.46], [-25.21, -20.07, -5.93], [-26.49, -19.77, -5.31], [-22.31, -17.14, -5.72], [-20.89, -17.08, -6.87], [-21.00, -18.30, -5.62], [-21.63, -19.35, -7.72], [-22.86, -18.13, -8.01], [-27.26, -20.24, -5.92], [-26.60, -18.70, -5.15], [-26.47, -20.29, -4.35], [-21.54, -18.45, -2.34], [-22.87, -19.15, -2.25], [-22.83, -20.04, -1.12], [-23.98, -20.63, -0.83], [-25.06, -20.35, -1.29], [-23.73, -21.58, 0.07], [-24.81, -22.43, 0.45], [-20.71, -19.13, -2.50], [-21.35, -17.95, -1.39], [-21.59, -17.69, -3.12], [-23.16, -19.74, -3.12], [-23.66, -18.43, -2.06], [-24.59, -23.43, 0.09], [-25.75, -22.04, 0.06], [-24.87, -22.42, 1.54], [-19.09, -25.19, -4.51], [-17.66, -25.66, -4.33], [-16.71, -24.62, -4.66], [-16.58, -24.36, -5.96], [-17.17, -24.90, -6.85], [-15.72, -23.37, -6.20], [-14.99, -22.73, -5.13], [-19.71, -26.02, -4.85], [-19.13, -24.35, -5.20], [-19.52, -24.82, -3.58], [-17.41, -26.57, -4.87], [-17.46, -25.86, -3.28], [-14.06, -23.28, -4.99], [-15.53, -22.74, -4.19], [-14.80, -21.72, -5.46], [-23.54, -29.33, 1.72], [-22.62, -28.27, 2.24], [-22.81, -27.08, 1.46], [-21.75, -26.28, 1.31], [-20.68, -26.43, 1.85], [-22.10, -25.30, 0.50], [-21.10, -24.32, 0.17], [-24.59, -29.04, 1.80], [-23.44, -30.22, 2.35], [-23.37, -29.53, 0.66], [-21.59, -28.61, 2.13], [-22.75, -28.02, 3.29], [-20.20, -24.43, 0.77], [-21.57, -23.35, 0.29], [-20.82, -24.44, -0.88], [-18.68, -20.95, -5.47], [-18.29, -21.15, -6.90], [-19.53, -21.34, -7.65], [-19.54, -20.93, -8.91], [-18.67, -20.36, -9.50], [-20.74, -21.25, -9.44], [-20.86, -21.01, -10.82], [-17.82, -20.66, -4.86], [-19.10, -21.82, -4.96], [-19.41, -20.14, -5.37], [-17.70, -22.05, -7.02], [-17.80, -20.27, -7.32], [-20.06, -21.48, -11.40], [-20.88, -19.94, -11.06], [-21.80, -21.42, -11.16], [-29.55, -23.21, -6.90], [-29.23, -24.33, -5.90], [-28.69, -25.52, -6.67], [-27.92, -24.89, -8.19], [-28.53, -25.58, -9.29], [-26.49, -24.84, -8.05], [-28.50, -23.18, -8.01], [-29.62, -22.25, -6.38], [-30.53, -23.43, -7.33], [-30.07, -24.62, -5.28], [-28.39, -24.02, -5.26], [-29.43, -26.23, -7.05], [-27.94, -26.14, -6.17], [-28.83, -22.85, -8.99], [-27.64, -22.62, -7.65], [-27.68, -25.14, -0.97], [-27.42, -26.49, -0.31], [-26.18, -27.06, -0.95], [-26.33, -26.62, -2.69], [-26.86, -27.73, -3.45], [-25.12, -25.97, -3.12], [-27.65, -25.40, -2.47], [-26.92, -24.41, -0.69], [-28.66, -24.75, -0.67], [-28.30, -27.14, -0.39], [-27.34, -26.40, 0.78], [-25.99, -28.13, -0.90], [-25.30, -26.52, -0.60], [-28.56, -25.92, -2.78], [-27.49, -24.58, -3.16], [-24.71, -23.34, -5.31], [-23.77, -24.38, -5.87], [-22.36, -23.83, -5.71], [-22.34, -23.01, -4.11], [-21.78, -21.68, -4.25], [-21.91, -23.87, -3.05], [-24.14, -22.84, -3.97], [-25.74, -23.66, -5.14], [-24.70, -22.43, -5.93], [-23.93, -24.53, -6.94], [-23.93, -25.34, -5.38], [-22.13, -23.11, -6.49], [-21.57, -24.57, -5.74], [-24.42, -21.83, -3.69], [-24.39, -23.60, -3.22]]
}

No. 2
{
  "formula": "C8H8N2O",
  "method": "the ωB97M-V functional and the def2-TZVPD basis",
  "gap_ev": 8.250,
  "energy_ev": -13449.423,
  "e_above_lowest_kj_mol": 463.6,
  "largest_force_ev_per_a": 6.3,
  "homo_energy_ha": -0.2932,
  "charge": 0,
  "species": ["C", "C", "C", "C", "C", "C", "C", "C", "N", "N", "O", "H", "H", "H", "H", "H", "H", "H", "H"],
  "positions_angstrom": [[-0.77, -1.21, 1.38], [0.06, -2.30, 1.38], [-0.61, 0.10, 0.60], [-1.52, 0.95, 1.26], [1.64, -1.22, 0.32], [0.31, 0.48, -0.44], [0.48, 1.98, -0.53], [0.09, -0.03, -1.83], [1.26, -2.33, 0.73], [1.70, -0.05, -0.09], [-2.42, 1.54, 1.65], [-1.70, -1.61, 1.83], [-0.10, -3.04, 2.11], [1.20, 2.26, -1.33], [0.96, 2.48, 0.40], [-0.50, 2.45, -0.72], [0.90, 0.31, -2.55], [-0.82, 0.39, -2.29], [-0.15, -1.14, -1.87]]
}

No. 3
{
  "formula": "C24H4F15GeRhS3Se",
  "method": "the ωB97M-V functional and the def2-TZVPD basis",
  "gap_ev": [4.714, 5.271],
  "multiplicity": 5,
  "energy_ev": -223091.975,
  "largest_force_ev_per_a": 0.8,
  "homo_energy_ha": [-0.0298, -0.0503],
  "s2": 6.026,
  "charge": -2,
  "species": ["Rh", "S", "C", "C", "C", "C", "C", "C", "S", "H", "H", "H", "H", "Se", "F", "C", "C", "C", "F", "C", "F", "C", "F", "C", "F", "Ge", "S", "C", "C", "F", "C", "F", "C", "F", "C", "F", "C", "F", "C", "C", "F", "C", "F", "C", "F", "C", "F", "C", "F"],
  "positions_angstrom": [[2.55, -2.04, -1.41], [2.29, -0.74, -3.41], [1.01, -1.57, -4.29], [0.65, -1.12, -5.57], [-0.35, -1.71, -6.31], [-1.03, -2.81, -5.78], [-0.68, -3.27, -4.53], [0.32, -2.68, -3.75], [0.66, -3.33, -2.16], [1.19, -0.27, -5.97], [-0.60, -1.33, -7.30], [-1.82, -3.30, -6.35], [-1.20, -4.12, -4.10], [4.48, -3.30, -1.38], [-0.17, 3.42, 1.17], [-0.42, 2.70, 0.06], [-0.10, 1.36, -0.01], [-0.44, 0.70, -1.19], [-0.26, -0.61, -1.31], [-1.04, 1.35, -2.26], [-1.37, 0.69, -3.37], [-1.31, 2.70, -2.15], [-1.89, 3.35, -3.17], [-1.01, 3.38, -0.99], [-1.30, 4.69, -0.89], [0.79, 0.23, 1.36], [2.47, -0.84, 0.72], [-0.80, -0.76, 2.03], [-1.83, -0.07, 2.63], [-1.76, 1.28, 2.77], [-2.96, -0.67, 3.15], [-3.93, 0.04, 3.75], [-3.07, -2.05, 3.06], [-4.16, -2.67, 3.55], [-2.07, -2.78, 2.45], [-2.19, -4.11, 2.37], [-0.95, -2.13, 1.94], [-0.04, -2.92, 1.39], [1.33, 1.41, 2.86], [2.17, 2.48, 2.62], [2.47, 2.85, 1.37], [2.74, 3.24, 3.63], [3.54, 4.28, 3.36], [2.49, 2.91, 4.95], [3.03, 3.63, 5.95], [1.67, 1.83, 5.24], [1.42, 1.50, 6.51], [1.11, 1.11, 4.19], [0.35, 0.07, 4.57]]
}

No. 4
{
  "formula": "C23H26MgN5O6PS3",
  "method": "the ωB97M-V functional and the def2-TZVPD basis",
  "gap_ev": 6.233,
  "energy_ev": -91252.539,
  "e_above_lowest_kj_mol": 221.6,
  "largest_force_ev_per_a": 1.2,
  "homo_energy_ha": -0.0580,
  "charge": -2,
  "species": ["Mg", "N", "C", "S", "N", "N", "C", "C", "C", "C", "C", "C", "C", "O", "H", "H", "H", "H", "H", "H", "H", "C", "O", "C", "O", "N", "N", "H", "H", "H", "H", "H", "H", "C", "P", "C", "C", "C", "C", "C", "C", "C", "C", "C", "C", "C", "C", "H", "H", "H", "H", "H", "H", "H", "H", "H", "H", "H", "H", "H", "O", "S", "O", "O", "S"],
  "positions_angstrom": [[-1.72, -0.36, 0.14], [-0.85, 0.80, 4.30], [-1.49, 0.36, 3.14], [-1.96, 1.58, 1.99], [-1.72, -0.93, 3.10], [-2.31, -1.29, 1.89], [-2.92, -2.40, 1.81], [-3.69, -2.80, 0.62], [-4.24, -4.09, 0.58], [-5.04, -4.52, -0.46], [-5.34, -3.61, -1.49], [-4.84, -2.33, -1.47], [-3.97, -1.87, -0.44], [-3.52, -0.65, -0.46], [-0.35, 1.66, 4.16], [-0.31, 0.06, 4.74], [-2.93, -3.06, 2.68], [-4.01, -4.76, 1.40], [-5.42, -5.53, -0.49], [-5.97, -3.93, -2.32], [-5.05, -1.63, -2.28], [1.39, 0.69, -3.71], [1.14, 0.62, -2.32], [-0.11, 0.96, -1.83], [-0.22, 0.69, -0.58], [-0.45, 2.30, -2.27], [-1.64, 2.78, -1.60], [2.30, 0.12, -3.88], [1.53, 1.73, -4.04], [0.57, 0.23, -4.26], [-0.61, 2.25, -3.27], [-2.30, 2.02, -1.49], [-2.07, 3.46, -2.22], [2.76, -0.09, 2.98], [1.51, 0.35, 1.67], [1.84, 2.16, 1.59], [2.09, 2.90, 2.74], [2.25, 4.29, 2.69], [2.15, 4.95, 1.48], [1.87, 4.23, 0.32], [1.72, 2.85, 0.37], [2.55, -0.28, 0.28], [2.17, -1.48, -0.31], [2.94, -2.05, -1.32], [4.09, -1.42, -1.76], [4.48, -0.21, -1.18], [3.72, 0.35, -0.17], [2.39, 0.16, 3.98], [3.72, 0.40, 2.82], [2.91, -1.17, 2.94], [2.15, 2.41, 3.70], [2.46, 4.84, 3.60], [2.26, 6.03, 1.44], [1.75, 4.74, -0.63], [1.48, 2.30, -0.53], [1.24, -1.95, -0.01], [2.59, -2.96, -1.80], [4.67, -1.84, -2.57], [5.38, 0.29, -1.52], [4.02, 1.30, 0.27], [-1.98, -3.00, -2.53], [-0.96, -2.08, -2.09], [0.36, -2.34, -2.67], [-0.89, -1.98, -0.60], [-1.55, -0.22, -2.85]]
}

No. 5
{
  "formula": "C16H41BBr2O4",
  "method": "the ωB97M-V functional and the def2-TZVPD basis",
  "gap_ev": 10.293,
  "energy_ev": -166207.590,
  "smiles": "CB(Br)C[C@@H](C)Br.CC(C)O.CC(C)O.CC(C)O.CC(C)O",
  "largest_force_ev_per_a": 2.8,
  "homo_energy_ha": -0.3690,
  "charge": 0,
  "species": ["C", "B", "Br", "C", "C", "C", "Br", "H", "H", "H", "H", "H", "H", "H", "H", "H", "C", "C", "C", "O", "H", "H", "H", "H", "H", "H", "H", "H", "C", "C", "C", "O", "H", "H", "H", "H", "H", "H", "H", "H", "C", "C", "C", "O", "H", "H", "H", "H", "H", "H", "H", "H", "C", "C", "C", "O", "H", "H", "H", "H", "H", "H", "H", "H"],
  "positions_angstrom": [[3.45, -1.54, -0.16], [2.78, -0.13, -0.67], [3.95, 1.53, -0.43], [1.30, 0.05, -1.38], [0.03, 0.10, -0.34], [-1.28, -0.67, -1.02], [0.36, -0.73, 1.45], [3.34, -2.32, -1.05], [4.59, -1.39, 0.10], [2.93, -2.00, 0.79], [1.33, 1.08, -1.98], [1.09, -0.78, -2.19], [-0.25, 1.24, -0.21], [-1.46, -1.75, -0.56], [-2.28, -0.08, -0.85], [-1.09, -0.80, -2.18], [4.72, 6.33, 0.01], [3.38, 6.50, -0.70], [2.33, 5.58, -0.12], [3.54, 6.22, -2.09], [5.09, 5.31, -0.10], [5.47, 7.00, -0.43], [4.63, 6.56, 1.07], [3.05, 7.54, -0.62], [2.62, 4.53, -0.23], [1.37, 5.70, -0.64], [2.17, 5.78, 0.95], [3.84, 5.30, -2.17], [-1.76, -1.46, 4.98], [-2.99, -2.11, 4.36], [-2.85, -3.63, 4.34], [-3.15, -1.63, 3.03], [-0.86, -1.69, 4.41], [-1.87, -0.37, 4.98], [-1.62, -1.79, 6.01], [-3.88, -1.83, 4.93], [-1.98, -3.93, 3.74], [-3.73, -4.09, 3.87], [-2.73, -4.03, 5.35], [-2.36, -1.88, 2.52], [-5.12, -4.70, 1.39], [-5.49, -6.18, 1.40], [-6.95, -6.38, 1.01], [-5.27, -6.72, 2.70], [-5.73, -4.14, 2.12], [-4.08, -4.57, 1.68], [-5.27, -4.26, 0.40], [-4.85, -6.72, 0.70], [-7.62, -5.88, 1.72], [-7.21, -7.45, 1.03], [-7.15, -5.99, 0.01], [-5.84, -6.24, 3.32], [2.34, 3.51, -5.08], [3.03, 2.65, -4.03], [4.54, 2.72, -4.17], [2.61, 1.30, -4.18], [2.58, 3.17, -6.09], [1.25, 3.44, -4.98], [2.63, 4.56, -4.99], [2.74, 2.98, -3.03], [4.87, 2.35, -5.15], [5.03, 2.09, -3.42], [4.90, 3.75, -4.05], [2.86, 1.00, -5.06]]
}

No. 6
{
  "formula": "C11H25AlBr3Cl7FN2O9S",
  "method": "the ωB97M-V functional and the def2-TZVPD basis",
  "gap_ev": 1.839,
  "energy_ev": -351132.771,
  "e_above_lowest_kj_mol": 0.0,
  "largest_force_ev_per_a": 5.9,
  "homo_energy_ha": -0.3843,
  "charge": 1,
  "species": ["O", "S", "O", "C", "C", "C", "N", "C", "O", "H", "H", "H", "H", "H", "H", "H", "H", "H", "H", "Cl", "F", "C", "Cl", "Cl", "Cl", "H", "Al", "C", "C", "O", "C", "H", "H", "H", "H", "H", "H", "C", "Br", "Br", "Br", "H", "O", "H", "H", "C", "O", "H", "H", "H", "H", "C", "Cl", "Cl", "Cl", "H", "N", "O", "O", "O"],
  "positions_angstrom": [[1.33, -1.82, -1.29], [1.49, -2.13, 0.09], [2.07, -3.39, 0.47], [2.45, -0.83, 0.88], [2.80, -1.27, 2.30], [3.27, -0.01, 3.10], [2.01, 0.54, 3.54], [1.22, -0.64, 3.90], [1.58, -1.63, 2.92], [0.28, -1.98, 0.75], [1.79, 0.04, 0.87], [3.33, -0.65, 0.26], [3.52, -2.09, 2.28], [3.80, -0.35, 3.99], [3.83, 0.57, 2.35], [1.47, 1.08, 2.87], [2.23, 1.39, 4.54], [0.16, -0.45, 3.75], [1.47, -1.03, 4.88], [-1.67, -1.47, 0.88], [2.48, 1.86, 5.27], [-4.50, -2.82, 2.96], [-3.15, -2.21, 3.91], [-5.36, -4.09, 3.82], [-5.59, -1.51, 2.51], [-4.10, -3.24, 2.05], [5.53, 0.83, 2.35], [-2.19, -3.04, -2.60], [-3.49, -2.51, -2.04], [-3.54, -1.98, -0.95], [-4.74, -2.64, -2.87], [-1.39, -2.87, -1.89], [-2.29, -4.11, -2.79], [-1.97, -2.53, -3.54], [-4.95, -3.69, -3.08], [-4.58, -2.09, -3.79], [-5.58, -2.21, -2.33], [3.60, 4.65, 2.30], [3.80, 4.52, 4.18], [2.19, 3.45, 1.69], [3.32, 6.42, 1.66], [4.53, 4.30, 1.86], [8.51, -0.45, 1.42], [8.79, -0.92, 0.63], [9.07, -0.81, 2.12], [2.16, 3.02, -2.40], [3.42, 2.82, -1.76], [2.28, 2.74, -3.45], [1.39, 2.38, -1.96], [1.86, 4.06, -2.35], [3.33, 3.06, -0.84], [-4.88, -0.18, -6.36], [-3.37, -1.05, -6.04], [-6.27, -1.24, -6.18], [-4.98, 1.18, -5.25], [-4.86, 0.19, -7.38], [-5.73, 4.21, -3.05], [-5.87, 4.24, -1.83], [-6.69, 3.98, -3.78], [-4.62, 4.41, -3.54]]
}

No. 7
{
  "formula": "C4H8O2",
  "method": "the ωB97M-V functional and the def2-TZVPD basis",
  "gap_ev": 10.390,
  "energy_ev": -8371.075,
  "smiles": "C[C@H](C=O)CO",
  "e_above_lowest_kj_mol": 212.9,
  "largest_force_ev_per_a": 3.0,
  "homo_energy_ha": -0.3566,
  "charge": 0,
  "species": ["C", "C", "C", "O", "C", "O", "H", "H", "H", "H", "H", "H", "H", "H"],
  "positions_angstrom": [[-1.06, -0.97, 0.52], [-0.19, 0.16, -0.03], [1.24, -0.13, -0.45], [2.01, 0.57, 0.61], [-0.94, 1.13, -0.90], [-2.14, 1.29, -0.87], [-1.96, -0.54, 0.96], [-0.52, -1.53, 1.29], [-1.40, -1.70, -0.23], [0.36, 0.79, 0.79], [1.52, -1.18, -0.48], [1.54, 0.38, -1.37], [2.15, -0.01, 1.37], [-0.30, 1.76, -1.55]]
}

No. 8
{
  "formula": "C5H11Br2",
  "method": "the ωB97M-V functional and the def2-TZVPD basis",
  "gap_ev": [5.054, 8.650],
  "multiplicity": 2,
  "energy_ev": -145446.558,
  "e_above_lowest_kj_mol": 76.3,
  "largest_force_ev_per_a": 0.7,
  "homo_energy_ha": [-0.2497, -0.3819],
  "s2": 0.754,
  "charge": 0,
  "species": ["Br", "Br", "C", "C", "C", "C", "C", "H", "H", "H", "H", "H", "H", "H", "H", "H", "H", "H"],
  "positions_angstrom": [[1.51, 2.65, 2.90], [3.83, 2.62, 2.80], [-0.26, 1.58, -0.61], [-0.99, 0.32, -1.01], [-0.43, -0.90, -0.34], [-0.94, -1.30, 0.99], [0.70, -1.63, -0.97], [-0.67, 2.46, -1.11], [-0.33, 1.75, 0.47], [0.81, 1.52, -0.86], [-2.05, 0.41, -0.77], [-0.94, 0.19, -2.10], [-0.43, -2.18, 1.38], [-0.80, -0.50, 1.72], [-2.01, -1.53, 0.95], [1.03, -2.48, -0.37], [0.41, -2.02, -1.95], [1.56, -0.97, -1.11]]
}